(1)
Computed, not measured: a structure of composition C30H31BeBrCl2I2MgN2O9P in a non-equilibrium geometry, with ωB97M-V/def2-TZVPD.

Highest occupied orbital energy (eV): -4.2
Energy (eV): -179421.27706
Lowest unoccupied orbital energy (eV): -3.380
Frontier orbital gap (eV): 0.792

```
! wB97M-V def2-TZVPD RIJCOSX def2/J DEFGRID3
* xyz -1 1
C -1.9721 -0.9280 4.0108
C -3.3524 -0.0880 3.7414
C -4.0716 -0.4331 2.2742
C -4.0786 0.8739 1.2847
C -4.5044 0.5238 -0.2950
N -2.7870 1.7221 1.3605
N -3.0551 2.9573 1.8408
C -1.8444 3.7528 1.8659
C -2.1001 5.3226 2.3940
Cl -3.9231 5.7209 2.5052
C -1.4704 5.5980 3.8853
C -1.0015 7.1968 3.8941
C -0.3476 3.4081 1.4934
C 0.8628 4.5021 1.6371
C 1.8492 4.2118 2.9568
C 3.4182 3.8748 2.4925
Cl 1.2936 2.7616 3.9717
C -0.1041 1.9079 0.9361
I 1.8241 1.0981 0.2953
C -1.5342 1.1316 0.9031
I -1.2254 -0.9197 0.0645
H -1.4792 -0.4492 4.9872
H -2.1710 -2.0605 4.2990
H -1.1981 -0.9162 3.1334
H -3.2277 1.0889 3.8844
H -4.1127 -0.4157 4.6014
H -3.6886 -1.4275 1.7940
H -5.2141 -0.6399 2.5558
H -5.0314 1.4994 1.6534
H -5.6878 0.6015 -0.4120
H -4.2450 -0.6089 -0.5544
H -4.0064 1.2753 -1.0422
H -1.6166 6.0786 1.6148
H -2.2627 5.4660 4.7667
H -0.5583 4.9229 4.1711
H 0.1189 7.3336 3.5571
H -1.6591 7.7730 3.1119
H -1.2015 7.7035 4.9431
H 0.5404 5.6244 1.5753
H 1.5797 4.3231 0.6988
H 1.8325 5.2179 3.5863
H 3.7219 4.3956 1.4883
H 4.1367 4.1523 3.3953
H 3.4707 2.6988 2.3951
C 3.4913 -6.6802 -6.0697
C 2.2877 -6.8380 -5.3831
C 1.8806 -5.8759 -4.4574
C 2.6857 -4.7578 -4.2083
C 3.9007 -4.6127 -4.8768
C 4.2992 -5.5704 -5.8184
C 4.7813 -3.4629 -4.5856
O 5.8471 -3.3328 -5.1750
C 4.3632 -2.4778 -3.5684
C 5.2147 -1.4145 -3.2408
C 4.8213 -0.4708 -2.2895
C 3.5761 -0.5805 -1.6711
C 2.7283 -1.6418 -1.9913
C 3.1272 -2.5978 -2.9350
C 2.2386 -3.7363 -3.2406
O 1.1460 -3.8360 -2.6941
H 3.8042 -7.4253 -6.7979
H 1.6641 -7.7095 -5.5697
H 0.9372 -6.0031 -3.9289
H 5.2400 -5.4567 -6.3542
H 6.1872 -1.3198 -3.7214
H 5.4862 0.3511 -2.0329
H 3.2664 0.1584 -0.9353
H 1.7597 -1.7237 -1.5009
O -0.9266 -9.9712 -2.4154
P -0.1520 -8.8182 -3.0748
O -1.0722 -8.0808 -4.0613
O 1.0622 -9.3831 -3.8303
O 0.3291 -7.8380 -1.9923
Be -0.7782 9.3815 3.8254
Mg 0.2967 0.6442 -1.9747
Br 4.6113 -9.0131 -6.7725
C -7.0063 3.1161 2.4034
O -7.0309 4.3351 2.3322
O -7.4027 2.3428 1.5240
O -6.5811 2.4670 3.3661
*
```

Quick look at the Löwdin charges, all values in e:
1 C -0.155
2 C -0.236
3 C -0.175
4 C -0.280
5 C -0.084
6 N -0.130
7 N 0.150
8 C -0.092
9 C -0.567
10 Cl 0.590
11 C -0.224
12 C -0.292
13 C -0.128
14 C -0.161
15 C -0.638
16 C -0.164
17 Cl 0.549
18 C -0.544
19 I 0.947
20 C -0.438
21 I 0.880
22 H 0.085
23 H 0.091
24 H 0.020
25 H 0.110
26 H 0.121
27 H 0.079
28 H 0.137
29 H 0.136
30 H 0.103
31 H 0.060
32 H 0.090
33 H 0.118
34 H 0.130
35 H 0.078
36 H 0.036
37 H -0.018
38 H 0.028
39 H 0.115
40 H 0.111
41 H 0.111
42 H 0.089
43 H 0.096
44 H 0.027
45 C -0.214
46 C -0.025
47 C 0.035
48 C -0.087
49 C -0.097
50 C 0.012
51 C -0.280
52 O 0.091
53 C -0.067
54 C 0.016
55 C -0.055
56 C -0.182
57 C -0.050
58 C -0.066
59 C -0.274
60 O 0.094
61 H -0.221
62 H 0.103
63 H 0.108
64 H 0.122
65 H 0.123
66 H 0.107
67 H -0.137
68 H 0.068
69 O -0.201
70 P -0.099
71 O -0.217
72 O -0.197
73 O -0.218
74 Be 0.254
75 Mg 0.256
76 Br 0.104
77 C -1.028
78 O 0.123
79 O 0.171
80 O 0.164


(2)
Computed, not measured: a cluster of 5 separate species, C30H31FN5O10S in total in a non-equilibrium geometry, with ωB97M-V/def2-TZVPD.

Highest occupied orbital energy (eV): -11.1
Energy (eV): -73066.27511
Lowest unoccupied orbital energy (eV): -6.016
Energy relative to the best compared isomer or geometry (same formula, charge and spin) (kcal per mole): 52.1
Frontier orbital gap (eV): 5.069

```
! wB97M-V def2-TZVPD RIJCOSX def2/J DEFGRID3
* xyz 1 1
C -7.1540 -2.8451 -1.8909
C -6.9127 -2.8598 -0.4799
N -5.6582 -2.3566 0.1798
S -4.8445 -3.8396 0.6559
O -3.6362 -3.6058 1.4710
O -5.7895 -4.8050 1.2462
F -4.3271 -4.5021 -0.7625
C -4.6914 -1.5239 -0.6014
C -5.3850 -0.1169 -0.9110
C -6.2956 -0.0389 0.4232
C -6.1793 -1.4291 1.2348
H -7.7449 -2.0473 -2.3991
H -6.7336 -3.6928 -2.4980
H -7.7184 -3.2699 0.1829
H -3.9523 -1.2083 0.1963
H -4.0471 -1.9966 -1.3780
H -4.5558 0.6498 -0.9625
H -5.9576 -0.3027 -1.8594
H -7.3188 0.3221 0.1746
H -5.7980 0.7278 1.0805
H -5.5039 -1.2575 2.1148
H -7.2422 -1.5943 1.5393
C 1.0316 1.3800 -2.8915
C 0.8135 2.6910 -2.4829
C -0.2156 2.9804 -1.5969
C -1.0176 1.9479 -1.1230
C -0.8113 0.6347 -1.5329
C 0.2182 0.3541 -2.4210
N -2.0842 2.2472 -0.1707
O -2.2476 3.4021 0.1527
O -2.7557 1.3151 0.2547
H 1.8399 1.1567 -3.5781
H 1.4489 3.4868 -2.8526
H -0.3752 4.0051 -1.2861
H -1.4354 -0.1714 -1.1699
H 0.3907 -0.6650 -2.7443
C 1.8146 4.9751 3.0219
C 2.9455 5.7827 2.9646
C 3.6007 5.9778 1.7555
C 3.1089 5.3613 0.6118
C 1.9867 4.5475 0.6608
C 1.3377 4.3544 1.8722
N 3.7723 5.5769 -0.6728
O 4.7677 6.2755 -0.6901
O 3.2847 5.0481 -1.6524
H 1.3025 4.8295 3.9661
H 3.3145 6.2629 3.8624
H 4.4797 6.6080 1.7198
H 1.6090 4.0638 -0.2293
H 0.4583 3.7233 1.9210
C -2.8859 -7.5410 3.2330
C -2.0336 -8.6122 3.4758
C -0.6930 -8.5283 3.1222
C -0.2180 -7.3642 2.5302
C -1.0636 -6.2918 2.2772
C -2.4028 -6.3841 2.6309
N 1.1985 -7.2609 2.1779
O 1.9065 -8.2225 2.3947
O 1.5856 -6.2164 1.6913
H -3.9307 -7.6075 3.5151
H -2.4136 -9.5120 3.9436
H -0.0370 -9.3670 3.3149
H -0.6961 -5.3861 1.8121
H -3.0693 -5.5535 2.4409
C 9.4386 4.3585 -1.9943
C 9.4866 2.9795 -2.1673
C 8.3116 2.2571 -2.3224
C 7.0944 2.9288 -2.3069
C 7.0359 4.3055 -2.1276
C 8.2157 5.0199 -1.9703
N 5.8552 2.1755 -2.4945
O 5.9387 0.9701 -2.6314
O 4.8090 2.7965 -2.5074
H 10.3585 4.9204 -1.8789
H 10.4413 2.4683 -2.1840
H 8.3588 1.1843 -2.4564
H 6.0896 4.8303 -2.1107
H 8.1827 6.0936 -1.8326
*
```

Quick look at the Löwdin charges, all values in e:
1 C 0.124
2 C -0.122
3 N -0.307
4 S 0.807
5 O -0.231
6 O -0.212
7 F -0.129
8 C -0.140
9 C -0.088
10 C -0.090
11 C -0.081
12 H 0.101
13 H 0.104
14 H 0.151
15 H 0.139
16 H 0.152
17 H 0.108
18 H 0.106
19 H 0.122
20 H 0.127
21 H 0.163
22 H 0.145
23 C -0.037
24 C -0.046
25 C -0.011
26 C -0.148
27 C -0.011
28 C -0.055
29 N -0.341
30 O 0.102
31 O 0.016
32 H 0.119
33 H 0.111
34 H 0.123
35 H 0.104
36 H 0.112
37 C -0.066
38 C -0.059
39 C 0.005
40 C -0.136
41 C 0.003
42 C -0.058
43 N -0.335
44 O 0.076
45 O 0.065
46 H 0.109
47 H 0.111
48 H 0.122
49 H 0.082
50 H 0.103
51 C -0.067
52 C -0.060
53 C 0.005
54 C -0.143
55 C 0.001
56 C -0.070
57 N -0.356
58 O 0.088
59 O 0.077
60 H 0.108
61 H 0.111
62 H 0.123
63 H 0.117
64 H 0.065
65 C -0.068
66 C -0.066
67 C -0.002
68 C -0.142
69 C 0.003
70 C -0.057
71 N -0.350
72 O 0.075
73 O 0.057
74 H 0.108
75 H 0.109
76 H 0.119
77 H 0.092
78 H 0.112


(3)
Computed, not measured: a structure of composition C30H31N2O in a non-equilibrium geometry, with ωB97M-V/def2-TZVPD.

Highest occupied orbital energy (eV): -10.9
Energy (eV): -36632.45078
Lowest unoccupied orbital energy (eV): -4.202
Energy relative to the best compared isomer or geometry (same formula, charge and spin) (kcal per mole): 39.3
Frontier orbital gap (eV): 6.687

```
! wB97M-V def2-TZVPD RIJCOSX def2/J DEFGRID3
* xyz 1 1
C 2.4692 1.2013 6.7218
C 1.4042 0.8623 5.7222
C 0.6107 -0.2724 5.9024
C -0.3716 -0.5890 4.9545
C -0.6031 0.2251 3.8303
C -1.6510 -0.2020 2.9395
C -2.2139 0.7213 1.9344
C -2.1787 2.1293 1.9488
C -2.5267 2.8479 0.7926
C -3.1699 2.1757 -0.2648
O -3.5872 2.8348 -1.4387
C -2.6600 3.1105 -2.4630
C -2.9627 2.6230 -3.7408
C -2.0250 2.7430 -4.7606
C -0.8187 3.4403 -4.5290
C -0.5734 4.0024 -3.2659
C -1.4823 3.8458 -2.2122
C -3.3925 0.8001 -0.1878
C -2.8911 0.0933 0.8876
C 0.2554 1.3470 3.6469
C 1.1975 1.6777 4.6216
H 2.8137 2.2250 6.5225
H 2.1010 1.0768 7.7467
H 3.3379 0.5337 6.6460
H 0.7356 -0.9299 6.7489
H -1.0794 -1.4058 5.1064
H -1.4852 -1.2650 2.5122
H -1.8679 2.7182 2.8182
H -2.3320 3.9205 0.6695
H -3.9260 2.1247 -3.8758
H -2.2400 2.2897 -5.7331
H -0.0844 3.5167 -5.3395
H 0.3527 4.5723 -3.1007
H -1.3005 4.2822 -1.2317
H -3.9149 0.2944 -1.0045
H -3.0293 -0.9788 0.9145
H 0.1842 1.9690 2.7495
H 1.7850 2.6006 4.5540
C -8.5157 0.1192 4.6358
N -7.5770 1.1005 4.1869
C -8.1164 2.4202 3.9545
C -6.8938 3.3602 3.8957
C -5.6932 2.5541 4.4201
C -6.1957 1.1334 4.7433
C -5.2699 0.0429 4.2270
C -5.8327 -1.0542 3.5140
C -5.0023 -2.1528 3.2189
C -3.6255 -2.0219 3.5714
N -3.0436 -0.8448 4.0009
C -3.8592 0.1101 4.4851
H -8.0825 -0.8753 4.7406
H -8.9924 0.3987 5.5815
H -9.3179 0.0805 3.8967
H -8.7022 2.3967 3.0167
H -8.8005 2.6895 4.7868
H -6.7349 3.6060 2.8403
H -7.0961 4.2838 4.4646
H -4.8833 2.5527 3.6918
H -5.2955 3.0063 5.3340
H -6.2578 1.0411 5.8735
H -6.8402 -1.0595 3.1326
H -5.4052 -3.0807 2.7741
H -2.8957 -2.8230 3.3747
H -3.3731 1.0106 4.9390
*
```

Quick look at the Löwdin charges, all values in e:
1 C -0.040
2 C -0.271
3 C -0.010
4 C -0.015
5 C -0.213
6 C -0.031
7 C -0.202
8 C -0.017
9 C 0.025
10 C -0.207
11 O -0.007
12 C -0.233
13 C -0.015
14 C -0.072
15 C -0.080
16 C -0.079
17 C -0.011
18 C 0.031
19 C -0.016
20 C 0.000
21 C -0.026
22 H 0.083
23 H 0.089
24 H 0.095
25 H 0.118
26 H 0.111
27 H 0.169
28 H 0.123
29 H 0.125
30 H 0.122
31 H 0.111
32 H 0.107
33 H 0.111
34 H 0.100
35 H 0.136
36 H 0.116
37 H 0.111
38 H 0.124
39 C -0.093
40 N -0.211
41 C -0.182
42 C -0.135
43 C -0.129
44 C -0.246
45 C -0.087
46 C 0.024
47 C 0.001
48 C -0.056
49 N 0.004
50 C 0.004
51 H 0.075
52 H 0.091
53 H 0.096
54 H 0.126
55 H 0.121
56 H 0.108
57 H 0.116
58 H 0.095
59 H 0.115
60 H 0.170
61 H 0.109
62 H 0.128
63 H 0.133
64 H 0.164


(4)
Computed, not measured: a structure of composition C30H31N5O5STi, with ωB97M-V/def2-TZVPD.

Highest occupied orbital energy (spin up / spin down) (eV): -3.2 / -3.2
Energy (eV): -83257.88029
<S²>: 0.761
Lowest unoccupied orbital energy (spin up / spin down) (eV): 2.511 / 2.510
Energy relative to the best compared isomer or geometry (same formula, charge and spin) (kcal per mole): 4.3
Frontier orbital gap (spin up / spin down) (eV): 5.744 / 5.736

```
! wB97M-V def2-TZVPD RIJCOSX def2/J DEFGRID3
* xyz -1 2
Ti -0.3497 -0.1338 0.3770
O -0.2006 0.0347 2.4435
N -0.8422 -0.7774 3.2749
C -1.1576 -0.2846 4.4894
C -1.7671 -1.0621 5.4318
C -2.0595 -2.3927 5.1102
C -1.7533 -2.8686 3.8643
C -1.1533 -2.0486 2.8865
S -0.8250 -2.5306 1.2881
H -0.8743 0.7483 4.6210
H -2.0128 -0.6405 6.3950
H -2.5347 -3.0394 5.8363
H -1.9822 -3.8842 3.5758
C -0.1233 1.8380 -3.3559
C -1.4015 1.0459 -3.2856
C -2.4990 1.4676 -4.0297
C -3.6980 0.7789 -3.9937
C -3.7986 -0.3510 -3.1967
C -2.7265 -0.7982 -2.4351
C -2.8796 -2.0255 -1.5866
C -1.5040 -0.0977 -2.4700
N -0.4192 -0.5052 -1.6625
C 0.8065 -0.7769 -2.2797
C 0.8931 -1.2092 -3.7222
C 1.8896 -0.7868 -1.4750
C 3.2717 -1.0680 -2.0085
N 1.6705 -0.4378 -0.1364
C 2.5499 -0.9323 0.8402
C 2.8870 -2.2984 0.9204
C 2.3228 -3.3215 -0.0328
C 3.7402 -2.7367 1.9288
C 4.2591 -1.8678 2.8731
C 3.9130 -0.5262 2.8052
C 3.0737 -0.0515 1.8066
C 2.7470 1.4151 1.7446
H -0.3368 2.8902 -3.5546
H 0.5324 1.4740 -4.1512
H 0.4337 1.7510 -2.4258
H -2.4054 2.3625 -4.6369
H -4.5459 1.1203 -4.5748
H -4.7308 -0.9042 -3.1591
H -3.7887 -2.5672 -1.8545
H -2.9395 -1.7634 -0.5310
H -2.0216 -2.6901 -1.6961
H -0.0806 -1.1599 -4.2099
H 1.2510 -2.2414 -3.7972
H 1.5866 -0.5943 -4.3054
H 3.5632 -0.3275 -2.7615
H 3.3397 -2.0485 -2.4905
H 4.0165 -1.0426 -1.2114
H 1.4270 -2.9575 -0.5322
H 2.0649 -4.2306 0.5128
H 3.0507 -3.5892 -0.8043
H 3.9787 -3.7946 1.9795
H 4.9173 -2.2295 3.6538
H 4.3063 0.1737 3.5350
H 3.2388 1.9537 2.5561
H 1.6726 1.5842 1.8257
H 3.0901 1.8445 0.7971
O -3.3453 4.9566 0.8609
C -2.1170 5.2410 0.4697
O -1.7459 6.3740 0.2609
C -1.1986 4.0903 0.2629
C 0.1311 4.2097 -0.0927
N 0.6404 2.9699 -0.1411
N -0.2810 2.0502 0.1345
C -1.4048 2.7010 0.3907
C -2.5864 1.8310 0.7386
O -3.6204 2.3863 1.1364
O -2.3673 0.5914 0.6028
H -3.4816 3.9652 1.0006
H 0.7154 5.0903 -0.2965
H 1.5790 2.6541 -0.3339
*
```

Quick look at the Löwdin charges, all values in e:
1 Ti 0.889
2 O -0.245
3 N -0.183
4 C -0.018
5 C -0.072
6 C -0.083
7 C -0.089
8 C -0.635
9 S 0.747
10 H 0.138
11 H 0.099
12 H 0.103
13 H 0.102
14 C -0.040
15 C -0.212
16 C -0.070
17 C -0.106
18 C -0.064
19 C -0.210
20 C -0.063
21 C -0.229
22 N -0.059
23 C -0.355
24 C -0.039
25 C -0.362
26 C -0.045
27 N -0.055
28 C -0.241
29 C -0.216
30 C -0.065
31 C -0.069
32 C -0.111
33 C -0.072
34 C -0.214
35 C -0.055
36 H 0.077
37 H 0.075
38 H 0.052
39 H 0.101
40 H 0.090
41 H 0.100
42 H 0.072
43 H 0.039
44 H 0.071
45 H 0.076
46 H 0.075
47 H 0.068
48 H 0.073
49 H 0.067
50 H 0.076
51 H 0.050
52 H 0.075
53 H 0.076
54 H 0.104
55 H 0.087
56 H 0.097
57 H 0.074
58 H 0.047
59 H 0.070
60 O 0.116
61 C -0.512
62 O 0.078
63 C -0.041
64 C 0.017
65 N 0.044
66 N 0.024
67 C -0.103
68 C -0.534
69 O 0.049
70 O -0.073
71 H 0.060
72 H 0.137
73 H 0.143